Record 1
Molecular formula: C51H41N8P2RuSSe2
Method: DFT, the ωB97M-V functional and the def2-TZVPD basis

```
106
C51H41N8P2RuSSe2 (the ωB97M-V functional and the def2-TZVPD basis)
Ru 0.083 -0.025 0.197
N -2.204 -3.594 -0.535
C -1.445 -2.471 -0.661
S -0.033 -2.391 0.412
N -1.788 -1.511 -1.450
N -1.100 -0.378 -1.346
C -1.266 0.658 -2.201
C -2.340 0.706 -3.194
C -2.566 -0.311 -4.119
C -3.587 -0.188 -5.044
C -4.409 0.926 -5.041
C -4.207 1.929 -4.106
C -3.176 1.825 -3.196
C -0.382 1.750 -2.038
C -0.262 2.817 -2.966
C 0.643 3.817 -2.752
C 1.474 3.764 -1.618
C 1.332 2.702 -0.758
N 0.446 1.730 -0.937
H -1.736 -4.413 -0.184
H -2.914 -3.730 -1.236
H -1.925 -1.180 -4.124
H -3.741 -0.966 -5.776
H -5.210 1.015 -5.758
H -4.856 2.792 -4.076
H -3.020 2.597 -2.456
H -0.887 2.806 -3.842
H 0.727 4.639 -3.447
H 2.187 4.543 -1.413
H 1.931 2.648 0.145
Se 5.189 2.511 4.245
P 4.887 0.535 3.609
C 4.673 -0.686 4.932
C 4.854 -0.307 6.253
C 4.677 -1.238 7.261
C 4.326 -2.539 6.943
C 4.145 -2.915 5.620
C 4.310 -1.989 4.608
C 6.304 -0.034 2.602
C 7.026 -1.197 2.843
C 8.169 -1.455 2.103
C 8.585 -0.575 1.116
C 7.868 0.586 0.878
C 6.749 0.864 1.639
C 3.348 0.375 2.706
C 2.838 0.143 1.421
N 1.496 0.295 1.559
N 1.217 0.599 2.799
N 2.304 0.658 3.502
P 3.532 -0.407 -0.142
Se 2.197 -0.919 -1.729
C 4.448 -1.906 0.302
C 5.770 -2.149 -0.031
C 6.321 -3.385 0.259
C 5.557 -4.369 0.863
C 4.235 -4.119 1.201
C 3.676 -2.890 0.914
C 4.610 0.883 -0.799
C 5.278 0.609 -1.987
C 5.955 1.621 -2.638
C 5.926 2.911 -2.129
C 5.260 3.182 -0.945
C 4.605 2.166 -0.273
H 5.125 0.716 6.476
H 4.817 -0.949 8.292
H 4.185 -3.267 7.727
H 3.878 -3.933 5.375
H 4.164 -2.268 3.572
H 6.718 -1.889 3.614
H 8.742 -2.348 2.307
H 9.475 -0.788 0.542
H 8.183 1.286 0.117
H 6.232 1.805 1.520
H 6.360 -1.378 -0.505
H 7.354 -3.575 0.010
H 5.994 -5.333 1.076
H 3.638 -4.880 1.680
H 2.633 -2.690 1.139
H 5.228 -0.387 -2.406
H 6.490 1.409 -3.551
H 6.427 3.709 -2.657
H 5.246 4.182 -0.541
H 4.092 2.368 0.658
C -2.451 -1.135 5.003
C -2.570 0.246 4.916
C -2.451 0.888 3.706
C -2.141 0.156 2.540
C -2.107 -1.248 2.640
C -2.253 -1.882 3.851
N -1.816 0.800 1.392
C -2.542 1.865 0.960
C -1.932 3.021 0.444
C -2.683 4.017 -0.141
C -4.063 3.887 -0.233
C -4.689 2.784 0.332
C -3.951 1.799 0.947
H -2.532 -1.630 5.958
H -2.748 0.826 5.810
H -2.530 1.964 3.640
H -2.031 -1.825 1.734
H -2.217 -2.961 3.904
H -0.867 3.139 0.569
H -2.200 4.905 -0.527
H -4.645 4.648 -0.730
H -5.766 2.696 0.289
H -4.433 0.939 1.388
```

Results
ΔE to the lowest compared entry with this formula, charge and spin: 58.0 kcal/mol
net charge: 0
E: -228161.6693 eV
multiplicity: 2
molecular weight: 1118.95 u
gap between HOMO and LUMO (spin up / spin down): 6.18 / 5.18 eV
LUMO level (spin up / spin down): -0.696 / -1.619 eV
<S²>: 0.786

=====

Record 2
Molecular formula: C51H43ClCsIN2O10S
Method: DFT, the ωB97M-V functional and the def2-TZVPD basis

```
110
C51H43ClCsIN2O10S (the ωB97M-V functional and the def2-TZVPD basis)
Cs 0.761 -0.939 0.748
C 0.360 -4.853 0.918
O 0.598 -4.190 -0.312
C 1.809 -4.552 -0.926
C 3.079 -4.180 -0.173
O 3.310 -2.803 -0.026
C 3.449 -2.091 -1.242
H 0.456 -5.941 0.790
H -0.663 -4.616 1.206
H 1.028 -4.504 1.706
H 1.800 -4.068 -1.905
H 1.839 -5.643 -1.091
H 3.918 -4.649 -0.715
H 3.063 -4.583 0.840
H 4.100 -2.630 -1.944
H 3.905 -1.134 -0.993
H 2.486 -1.886 -1.716
O 5.686 -2.837 4.639
C 5.851 -1.538 4.571
O 6.815 -0.978 5.061
C 4.785 -0.763 3.869
C 4.820 0.594 3.615
Cl 6.073 1.716 3.904
N 3.674 0.932 2.973
N 2.904 -0.152 2.781
C 3.542 -1.177 3.308
C 2.897 -2.556 3.207
O 3.565 -3.530 3.665
O 1.783 -2.601 2.686
C 3.228 2.189 2.457
C 2.535 2.212 1.251
C 2.110 3.419 0.721
C 2.344 4.602 1.408
C 2.992 4.567 2.636
C 3.432 3.364 3.169
H 4.767 -3.163 4.205
H 2.324 1.301 0.715
H 1.607 3.406 -0.238
H 2.007 5.545 0.998
H 3.153 5.482 3.192
H 3.917 3.339 4.134
O 0.238 -1.414 -2.766
C 0.565 -0.250 -3.535
C 1.263 0.831 -2.598
O 1.593 1.886 -3.160
O 1.416 0.487 -1.412
C 1.549 -0.630 -4.631
C 1.916 0.303 -5.602
C 2.831 -0.030 -6.587
C 3.402 -1.297 -6.621
C 3.044 -2.227 -5.658
C 2.122 -1.895 -4.671
C -0.735 0.292 -4.114
C -1.433 1.317 -3.482
C -2.691 1.695 -3.930
C -3.265 1.060 -5.023
C -2.574 0.042 -5.664
C -1.319 -0.339 -5.210
H -0.690 -1.628 -2.898
H 1.490 1.295 -5.551
H 3.109 0.708 -7.331
H 4.123 -1.553 -7.389
H 3.484 -3.217 -5.668
H 1.837 -2.619 -3.921
H -0.989 1.812 -2.630
H -3.228 2.474 -3.406
H -4.249 1.353 -5.367
H -3.014 -0.461 -6.517
H -0.781 -1.135 -5.711
I -1.423 -1.756 3.610
C -3.306 -2.134 2.741
C -4.163 -2.916 3.469
C -5.373 -3.364 2.901
C -5.667 -3.058 1.604
C -4.794 -2.253 0.832
C -5.087 -1.984 -0.528
C -4.234 -1.217 -1.272
C -3.098 -0.636 -0.663
C -2.752 -0.817 0.661
C -3.594 -1.712 1.402
H -3.897 -3.218 4.473
H -6.043 -3.980 3.492
H -6.572 -3.435 1.138
H -5.990 -2.407 -0.958
H -4.445 -1.020 -2.320
H -2.499 0.033 -1.279
O -0.642 0.977 1.602
S -2.066 1.159 2.026
C -2.763 2.246 0.774
C -1.910 2.832 -0.146
C -2.424 3.730 -1.070
C -3.783 4.021 -1.076
C -4.634 3.405 -0.167
C -4.123 2.509 0.762
C -1.853 2.561 3.204
C -0.681 3.303 3.254
C -0.549 4.315 4.196
C -1.578 4.581 5.091
C -2.742 3.823 5.052
C -2.873 2.808 4.114
H -0.859 2.567 -0.121
H -1.764 4.194 -1.793
H -4.183 4.720 -1.801
H -5.696 3.616 -0.187
H -4.774 2.006 1.467
H 0.116 3.066 2.563
H 0.368 4.890 4.232
H -1.468 5.368 5.827
H -3.539 4.012 5.761
H -3.767 2.194 4.092
```

Results
ΔE to the lowest compared entry with this formula, charge and spin: 14.2 kcal/mol
net charge: -2
E: -109048.3763 eV
molecular weight: 1171.24 u
gap between HOMO and LUMO: 5.84 eV
LUMO level: 3.644 eV